{
  "formula": "C19H28AlN2O4PTe",
  "method": "ωB97M-V/def2-TZVPD",
  "largest_force_ev_per_a": 3.21,
  "lumo_ev": -6.402,
  "total_charge": 2,
  "elements": ["Al", "C", "C", "C", "C", "C", "C", "C", "C", "C", "H", "H", "H", "H", "H", "H", "H", "H", "H", "H", "H", "H", "C", "C", "O", "P", "O", "Te", "O", "C", "C", "H", "H", "H", "H", "H", "H", "H", "H", "H", "H", "N", "C", "O", "C", "C", "C", "N", "C", "C", "H", "H", "H", "H", "H", "H"],
  "coordinates": [[-0.375, -0.547, 0.378], [-1.281, -3.482, 2.034], [-1.872, -2.118, 1.885], [-1.248, -0.868, 2.292], [-2.029, 0.352, 2.260], [-1.389, 1.596, 2.815], [-3.301, 0.356, 1.734], [-3.839, -0.802, 1.164], [-5.147, -0.870, 0.386], [-3.117, -2.010, 1.311], [-1.006, -3.966, 1.040], [-1.906, -4.143, 2.658], [-0.334, -3.362, 2.571], [-0.319, -1.016, 2.881], [-1.887, 2.005, 3.652], [-1.386, 2.365, 2.111], [-0.386, 1.490, 3.160], [-3.921, 1.260, 1.613], [-5.507, 0.162, 0.186], [-5.912, -1.460, 0.906], [-5.150, -1.472, -0.505], [-3.630, -2.860, 0.908], [2.221, 0.517, -4.085], [0.852, 1.164, -3.815], [0.726, 1.369, -2.320], [-0.639, 1.316, -1.634], [-0.191, 1.239, -0.134], [-1.576, -0.771, -1.972], [-1.527, 2.520, -1.917], [-1.135, 3.859, -2.392], [-2.287, 4.419, -3.184], [2.363, 0.278, -5.163], [2.369, -0.448, -3.541], [3.114, 1.170, -3.791], [0.069, 0.482, -4.161], [0.758, 2.109, -4.371], [-0.294, 3.804, -3.002], [-0.822, 4.496, -1.524], [-3.204, 4.330, -2.594], [-2.309, 3.990, -4.204], [-2.146, 5.458, -3.322], [6.415, -1.048, 1.844], [5.474, -2.005, 1.747], [5.702, -3.126, 2.118], [4.043, -1.671, 1.452], [3.506, -0.401, 1.663], [2.216, -0.208, 1.259], [1.455, -1.163, 0.721], [1.982, -2.381, 0.486], [3.297, -2.673, 0.868], [7.316, -1.459, 2.104], [6.280, -0.104, 1.398], [4.178, 0.355, 1.992], [1.717, 0.720, 1.223], [1.322, -3.074, 0.112], [3.698, -3.674, 0.704]],
  "atomic_forces_ev_per_a": [[-0.15, 0.96, -0.76], [1.57, -0.23, -0.25], [-0.86, 0.68, -0.36], [-0.31, -1.04, -0.24], [1.30, -0.15, 0.99], [-0.13, -0.86, 0.04], [-1.03, 0.22, -1.16], [0.21, -1.26, -0.23], [-0.21, 1.02, 0.99], [-0.77, 0.70, -0.38], [-0.74, 0.47, 1.18], [0.11, 0.26, -0.56], [0.00, -0.30, 0.03], [-0.62, 0.71, -0.14], [-1.05, 0.12, 1.00], [-0.04, 1.26, -1.41], [0.89, -0.57, 0.05], [0.69, -0.20, 0.43], [-0.03, -0.86, 0.01], [0.07, 0.57, 0.69], [0.90, 0.12, -0.80], [0.10, -0.68, 0.00], [1.29, 0.11, 0.37], [1.19, -0.46, -0.03], [1.41, 0.56, -2.83], [0.70, -0.06, 2.07], [-0.41, -0.89, 0.50], [-0.77, -1.55, 0.28], [-0.40, 0.65, -0.31], [-0.89, 1.26, 1.28], [-0.10, -0.80, 0.10], [-0.38, 0.31, 0.65], [-0.43, 0.72, -0.31], [-1.45, -0.63, -0.34], [-0.09, 0.11, 0.31], [-0.04, -0.12, 0.67], [1.61, -0.58, -1.03], [-0.68, -0.79, -0.47], [-0.05, -0.27, -0.50], [-0.44, -0.08, 0.74], [0.35, 1.22, -0.10], [-0.38, 1.56, -1.06], [0.08, 0.18, 1.48], [0.03, -1.34, -0.22], [0.44, 0.57, -0.71], [0.33, -1.13, -0.70], [0.05, 0.30, -0.07], [-0.39, -0.60, -0.57], [1.80, 1.30, 1.74], [-1.51, -0.44, -0.56], [-0.22, 0.85, -0.29], [0.79, -1.72, 0.81], [-0.15, 0.74, 0.45], [-0.05, 1.36, 0.52], [-1.16, -1.68, -1.07], [0.04, 0.39, 0.08]]
}



{
  "formula": "C19H28As2Cl2PtSSi",
  "method": "ωB97M-V/def2-TZVPD",
  "s2": 2.007,
  "largest_force_ev_per_a": 4.54,
  "multiplicity": 3,
  "lumo_ev": [0.408, -0.949],
  "total_charge": 0,
  "elements": ["Pt", "Cl", "C", "C", "C", "C", "C", "Cl", "C", "S", "H", "H", "H", "C", "As", "C", "C", "C", "C", "C", "C", "C", "As", "C", "C", "H", "H", "H", "H", "H", "H", "H", "H", "H", "H", "H", "H", "H", "H", "H", "H", "C", "Si", "C", "C", "H", "H", "H", "H", "H", "H", "H", "H", "H"],
  "coordinates": [[9.187, 9.796, 11.054], [9.112, 11.620, 13.708], [10.348, 10.675, 14.276], [10.326, 10.342, 15.655], [11.398, 9.705, 16.225], [12.470, 9.245, 15.450], [12.566, 9.536, 14.101], [14.059, 9.246, 13.289], [11.459, 10.216, 13.490], [11.280, 10.304, 11.776], [9.490, 10.735, 16.238], [11.248, 9.564, 17.268], [13.250, 8.611, 15.962], [9.786, 7.985, 7.361], [9.958, 7.956, 9.404], [11.672, 7.244, 9.889], [8.762, 6.511, 9.882], [8.690, 5.448, 8.955], [7.943, 4.309, 9.317], [7.060, 4.352, 10.368], [6.989, 5.540, 11.091], [7.885, 6.609, 10.916], [7.374, 8.412, 11.785], [7.198, 8.050, 13.738], [5.494, 8.384, 11.254], [10.418, 7.133, 6.993], [10.134, 9.000, 7.277], [8.730, 7.923, 7.055], [11.911, 6.436, 9.149], [11.662, 6.801, 10.913], [12.531, 7.933, 9.796], [9.292, 5.538, 8.071], [7.983, 3.420, 8.686], [6.446, 3.538, 10.656], [6.208, 5.626, 11.770], [7.291, 9.065, 14.180], [7.963, 7.459, 14.234], [6.190, 7.659, 13.971], [5.146, 9.444, 11.107], [4.856, 7.919, 12.055], [5.491, 7.868, 10.298], [9.828, 12.985, 9.924], [8.369, 11.865, 10.221], [7.441, 11.668, 8.710], [7.149, 12.400, 11.505], [10.123, 12.979, 8.855], [10.700, 12.995, 10.593], [9.369, 13.980, 10.080], [8.099, 11.738, 7.854], [6.776, 12.495, 8.643], [6.858, 10.765, 8.621], [6.557, 13.214, 10.972], [7.617, 12.694, 12.477], [6.366, 11.624, 11.677]],
  "atomic_forces_ev_per_a": [[-0.19, -1.06, -0.22], [-1.02, 0.68, -0.64], [3.14, -2.35, 2.28], [-0.14, 1.44, -1.54], [-0.61, -0.42, -0.73], [0.97, -0.68, 1.38], [-1.56, 1.07, 0.76], [-0.29, -0.27, -0.31], [-1.33, -0.32, 0.29], [2.27, 0.64, -1.16], [0.30, -0.30, 0.02], [0.72, -0.59, 0.78], [-0.70, 1.01, -0.76], [0.34, -0.92, 1.85], [-1.33, 1.39, 0.69], [1.46, -1.36, -0.77], [0.57, -0.07, -2.06], [-0.14, -0.47, 2.12], [0.54, 0.10, -1.78], [0.72, 1.47, 0.58], [1.16, -0.11, -0.66], [-2.31, 0.17, 1.13], [0.83, -1.82, -0.06], [-0.54, 0.98, 0.09], [-0.62, 0.97, 0.74], [-0.51, 1.27, -0.10], [0.51, 0.13, -1.06], [0.48, -0.13, 0.30], [-0.25, 0.32, 0.70], [-0.21, 0.52, -0.79], [-0.78, 0.09, 0.26], [0.12, -0.53, -0.30], [0.02, 0.22, 0.08], [-0.48, -0.68, -0.05], [-1.21, 0.21, 1.42], [-0.21, -0.51, -0.17], [0.16, -0.23, -0.48], [0.51, 0.09, -0.13], [0.34, -1.01, 0.11], [0.58, 0.21, -1.04], [-0.41, -0.11, 0.06], [-0.37, 1.56, -0.22], [1.62, -1.57, 1.37], [-0.34, -0.14, -1.55], [-1.28, 1.07, 0.03], [0.05, -0.19, 0.60], [-0.37, -0.54, -0.28], [0.22, 0.15, -0.20], [0.20, -0.13, -0.36], [-0.88, 0.87, -0.30], [-0.17, -0.35, 0.11], [0.68, -0.32, 1.10], [-1.00, 0.25, -1.17], [0.75, 0.28, 0.02]]
}



{
  "formula": "C19H28AsBr2F3InN5O3S",
  "method": "ωB97M-V/def2-TZVPD",
  "largest_force_ev_per_a": 2.09,
  "lumo_ev": -8.638,
  "total_charge": 2,
  "elements": ["In", "Br", "C", "Br", "H", "H", "F", "C", "F", "F", "S", "O", "O", "O", "C", "C", "As", "C", "C", "C", "C", "H", "H", "H", "H", "H", "H", "H", "H", "H", "H", "H", "H", "H", "H", "H", "C", "C", "N", "C", "C", "N", "C", "N", "N", "N", "C", "C", "C", "C", "C", "C", "H", "H", "H", "H", "H", "H", "H", "H", "H", "H", "H"],
  "coordinates": [[-0.089, -0.199, -0.098], [-2.738, -2.035, -0.325], [-3.864, -0.528, 0.116], [-2.835, 1.097, 0.492], [-4.431, -0.779, 1.010], [-4.524, -0.337, -0.727], [1.530, 2.111, -2.476], [2.401, 1.422, -1.739], [2.176, 0.121, -2.049], [3.627, 1.728, -2.083], [2.035, 1.604, 0.079], [0.605, 1.926, 0.095], [2.881, 2.549, 0.689], [2.214, 0.220, 0.515], [3.329, -0.514, 3.259], [1.962, -1.156, 3.356], [0.484, -0.020, 2.686], [-1.104, -0.738, 3.665], [-1.166, -2.260, 3.630], [0.696, 1.857, 3.254], [0.590, 1.940, 4.776], [4.079, -1.202, 3.648], [3.384, 0.416, 3.826], [3.577, -0.308, 2.219], [1.677, -1.340, 4.402], [1.933, -2.106, 2.808], [-2.003, -0.284, 3.235], [-1.008, -0.396, 4.700], [-1.171, -2.646, 2.605], [-2.073, -2.600, 4.128], [-0.320, -2.694, 4.164], [-0.073, 2.461, 2.764], [1.670, 2.192, 2.892], [-0.428, 1.755, 5.125], [0.859, 2.950, 5.083], [1.277, 1.248, 5.271], [0.239, -1.872, -3.372], [-0.437, -0.558, -3.408], [-0.721, 0.194, -2.355], [-1.352, 1.323, -2.801], [-1.454, 1.246, -4.154], [-0.882, 0.055, -4.526], [-0.734, -0.412, -5.894], [0.637, -0.414, -6.292], [1.316, -1.572, -6.390], [2.517, -1.352, -6.668], [2.748, -0.013, -6.758], [3.903, 0.731, -6.990], [3.784, 2.101, -6.930], [2.550, 2.727, -6.703], [1.390, 2.012, -6.490], [1.507, 0.629, -6.501], [0.468, -2.138, -2.337], [1.170, -1.857, -3.941], [-0.389, -2.647, -3.813], [-1.657, 2.110, -2.136], [-1.908, 1.914, -4.860], [-1.340, 0.237, -6.536], [-1.089, -1.446, -5.986], [4.839, 0.241, -7.205], [4.659, 2.717, -7.061], [2.510, 3.804, -6.705], [0.444, 2.505, -6.324]],
  "atomic_forces_ev_per_a": [[-0.85, 0.63, 0.05], [0.15, 0.14, 0.08], [-0.13, 0.12, 0.06], [-0.13, -0.38, -0.10], [0.17, 0.07, -0.08], [0.22, 0.08, 0.08], [0.23, 0.38, 0.26], [-0.10, -0.03, -0.96], [0.15, -0.13, 0.12], [-0.12, 0.06, 0.40], [1.84, 0.84, -0.54], [-1.34, -0.13, -0.39], [0.33, 0.55, 0.01], [-0.27, -0.95, -0.14], [0.09, 0.18, -0.23], [-0.15, 0.12, -0.12], [-1.28, -1.13, 0.26], [0.33, 0.20, -0.25], [0.17, 0.06, -0.13], [0.06, -0.04, -0.25], [-0.03, -0.18, 0.00], [-0.01, 0.01, 0.10], [0.06, -0.04, 0.01], [0.13, 0.02, 0.18], [-0.07, -0.01, -0.25], [-0.19, 0.22, 0.15], [0.19, 0.04, 0.07], [0.02, 0.11, -0.16], [-0.02, -0.02, 0.10], [-0.01, -0.02, -0.04], [-0.06, -0.07, -0.08], [0.10, -0.20, -0.04], [-0.08, -0.07, 0.01], [0.14, -0.02, -0.01], [0.04, 0.01, -0.01], [-0.08, 0.09, 0.04], [0.12, -0.06, -0.07], [0.04, -0.35, -0.32], [0.64, -0.68, 1.60], [-0.28, 0.59, -0.27], [-0.19, 0.21, 0.50], [-0.03, 0.01, 0.88], [0.23, -0.42, -0.59], [0.12, 1.09, -0.16], [-0.83, -1.16, 0.18], [1.26, -0.90, -0.22], [-1.38, 1.12, 0.33], [-0.08, -0.06, 0.04], [0.14, -0.12, -0.06], [-0.18, -0.01, 0.05], [-0.10, 0.10, 0.06], [0.74, -0.24, -0.18], [-0.02, -0.08, -0.06], [0.00, -0.02, 0.05], [0.01, -0.06, 0.06], [-0.04, 0.05, -0.05], [0.01, 0.10, -0.11], [0.15, -0.11, 0.17], [0.04, 0.24, 0.03], [0.15, -0.04, 0.03], [0.07, 0.05, -0.11], [-0.01, 0.14, 0.03], [-0.07, 0.13, 0.00]]
}



{
  "formula": "C19H28BrN2O21P",
  "method": "ωB97M-V/def2-TZVPD",
  "largest_force_ev_per_a": 4.41,
  "lumo_ev": -0.201,
  "total_charge": 0,
  "elements": ["N", "P", "O", "N", "Br", "C", "O", "O", "H", "H", "H", "H", "C", "C", "O", "C", "O", "O", "H", "H", "H", "H", "C", "C", "O", "C", "O", "O", "H", "H", "H", "H", "C", "C", "O", "C", "O", "O", "H", "H", "H", "H", "C", "C", "O", "C", "O", "O", "H", "H", "H", "H", "C", "C", "O", "C", "O", "O", "H", "H", "H", "H", "C", "C", "O", "C", "O", "O", "H", "H", "H", "H"],
  "coordinates": [[-3.258, 0.787, -0.546], [-2.535, -0.610, 0.226], [-3.762, -1.759, 0.656], [-1.843, -0.134, 1.794], [-2.308, 1.606, 2.323], [-0.397, -0.374, 1.857], [0.134, -0.475, 2.996], [0.403, -0.547, 0.691], [-3.222, 0.714, -1.578], [-4.232, 0.932, -0.225], [-3.258, -2.406, 1.213], [1.106, -1.184, 0.966], [2.644, -3.465, 3.669], [2.051, -4.801, 3.346], [1.342, -4.553, 2.139], [1.917, -3.470, 1.552], [1.670, -3.093, 0.438], [2.805, -2.869, 2.384], [3.602, -3.546, 4.181], [1.976, -2.845, 4.263], [2.812, -5.565, 3.159], [1.377, -5.157, 4.127], [-0.892, -1.631, -3.859], [-1.659, -2.746, -4.503], [-2.999, -2.480, -4.111], [-3.080, -1.154, -3.829], [-4.105, -0.566, -3.628], [-1.847, -0.577, -3.803], [-0.018, -1.334, -4.441], [-0.574, -1.874, -2.840], [-1.598, -2.721, -5.595], [-1.339, -3.728, -4.153], [3.563, 1.067, 6.373], [4.784, 0.449, 5.763], [4.548, -0.944, 5.920], [3.203, -1.113, 6.025], [2.652, -2.177, 5.999], [2.564, 0.078, 6.161], [3.286, 2.007, 5.894], [3.670, 1.235, 7.449], [4.879, 0.674, 4.697], [5.702, 0.748, 6.272], [-2.257, 3.215, -3.148], [-0.909, 2.715, -3.567], [-0.400, 3.784, -4.354], [-1.045, 4.914, -3.958], [-0.738, 6.021, -4.299], [-2.080, 4.627, -3.125], [-2.553, 2.845, -2.166], [-3.040, 2.969, -3.871], [-0.240, 2.552, -2.717], [-0.969, 1.796, -4.151], [0.646, 7.711, -6.621], [1.994, 7.213, -7.042], [2.500, 8.284, -7.829], [1.853, 9.414, -7.430], [2.157, 10.521, -7.771], [0.819, 9.123, -6.596], [0.351, 7.338, -5.639], [-0.137, 7.464, -7.344], [2.664, 7.050, -6.193], [1.935, 6.294, -7.628], [-2.071, -6.570, 4.848], [-1.729, -5.239, 5.447], [-1.610, -4.397, 4.309], [-2.342, -4.964, 3.312], [-2.592, -4.430, 2.271], [-2.752, -6.215, 3.651], [-2.712, -7.168, 5.497], [-1.183, -7.153, 4.589], [-2.525, -4.853, 6.091], [-0.797, -5.263, 6.013]],
  "atomic_forces_ev_per_a": [[-0.84, -1.34, 1.37], [0.23, -1.70, -1.87], [1.59, 1.95, 0.47], [0.79, 0.26, -1.99], [0.13, 0.04, 0.70], [2.58, -0.58, 3.04], [-1.75, 0.38, -4.03], [-2.32, 0.06, 2.30], [-0.13, -0.40, 0.96], [0.69, 0.24, -0.45], [-0.63, 0.31, -0.46], [-0.34, 0.53, -0.31], [0.11, 0.10, 0.63], [0.09, -0.66, 0.43], [0.21, 0.55, -0.47], [-0.04, 0.00, -0.32], [0.12, -0.07, 0.74], [-0.45, -0.37, -0.82], [-0.06, 0.17, -0.21], [0.01, -0.17, -0.33], [-0.06, 0.03, -0.04], [-0.09, 0.06, -0.22], [0.98, -0.05, 0.29], [0.30, -0.69, -0.38], [-0.06, 0.73, 0.18], [-0.84, 0.11, 0.12], [0.78, -0.20, -0.05], [-0.59, -0.10, -0.06], [-0.17, 0.16, 0.05], [-0.08, 0.03, -0.04], [-0.03, 0.03, 0.06], [-0.23, 0.08, 0.03], [-0.13, 0.80, 0.25], [0.74, 0.43, -0.27], [-0.59, -0.22, 0.08], [-0.49, -0.46, 0.12], [0.52, 0.96, 0.70], [0.30, -0.66, -0.11], [-0.16, -0.18, 0.02], [0.00, -0.05, -0.06], [-0.05, -0.04, 0.06], [-0.05, -0.24, -0.03], [-0.70, -0.51, 0.30], [0.34, -0.89, 0.09], [-0.29, 0.65, 0.07], [0.11, 0.67, -0.12], [-0.21, -0.77, 0.26], [0.59, 0.25, -0.41], [0.03, 0.26, -0.03], [0.07, 0.02, 0.01], [-0.05, 0.04, -0.03], [0.08, 0.20, -0.05], [-0.69, -0.49, 0.52], [0.28, -0.70, 0.06], [-0.23, 0.45, 0.07], [0.13, 0.95, -0.21], [-0.18, -0.78, 0.22], [0.60, 0.17, -0.42], [-0.01, 0.24, -0.19], [0.07, 0.03, 0.00], [-0.05, 0.04, -0.03], [0.12, 0.18, -0.08], [0.03, -0.75, 0.32], [0.20, 0.20, 0.79], [-0.21, -0.27, -0.48], [-0.16, 0.45, -0.76], [0.10, -0.24, 0.62], [0.14, 0.56, -0.15], [-0.06, 0.04, -0.23], [-0.04, 0.05, -0.01], [0.04, -0.02, -0.06], [-0.04, 0.17, -0.15]]
}